Entry from the Open Molecules 2025 dataset: C22H35F2N10NaS as an isolated structure (ωB97M-V/def2-TZVPD).

Each line ends with the Löwdin charge.
Positions of all 71 atoms, in Å:
1 Na 0.196 0.274 0.397  0.20
2 C -1.807 -2.816 1.428  -0.20
3 C -0.307 -2.980 1.103  -0.20
4 N 0.460 -1.772 1.416  -0.08
5 C 0.627 -1.451 2.839  -0.18
6 C 0.300 0.031 3.119  -0.19
7 N -0.912 0.448 2.400  -0.08
8 C -2.167 -0.140 2.904  -0.19
9 C -3.087 -0.695 1.811  -0.22
10 N -2.386 -1.584 0.872  -0.06
11 H -2.340 -3.695 1.064  0.11
12 H -1.924 -2.814 2.516  0.10
13 H 0.058 -3.862 1.647  0.11
14 H -0.190 -3.173 0.032  0.10
15 H 1.368 -1.808 0.962  0.08
16 H -0.029 -2.094 3.434  0.10
17 H 1.644 -1.638 3.182  0.12
18 H 0.228 0.177 4.203  0.12
19 H 1.133 0.644 2.754  0.10
20 H -0.968 1.461 2.389  0.11
21 H -1.901 -0.952 3.586  0.10
22 H -2.745 0.576 3.489  0.12
23 H -3.941 -1.183 2.303  0.11
24 H -3.470 0.135 1.218  0.06
25 H -3.029 -1.810 0.127  0.10
26 N 1.487 -1.916 -2.232  0.01
27 C 2.390 -0.937 -2.875  -0.27
28 C 1.623 0.233 -3.461  -0.25
29 N 0.764 0.862 -2.442  0.00
30 H 2.014 -2.731 -1.939  0.06
31 H 0.781 -2.237 -2.887  0.05
32 H 2.996 -1.369 -3.670  0.10
33 H 3.063 -0.553 -2.108  0.08
34 H 0.990 -0.123 -4.280  0.10
35 H 2.350 0.922 -3.891  0.11
36 H 0.439 1.771 -2.749  0.08
37 H 1.309 1.002 -1.585  0.03
38 C -2.800 -2.054 -4.880  -0.01
39 C -3.233 -0.876 -4.088  -0.34
40 N -4.276 -0.156 -4.311  0.12
41 N -4.224 0.792 -3.305  0.02
42 C -3.186 0.681 -2.469  -0.80
43 S -2.774 1.607 -1.139  0.63
44 N -2.547 -0.405 -2.983  -0.10
45 N -1.373 -0.963 -2.504  0.11
46 H -3.487 -2.192 -5.711  0.08
47 H -2.790 -2.951 -4.259  0.08
48 H -1.787 -1.907 -5.260  0.08
49 H -4.927 1.501 -3.246  0.14
50 H -1.532 -1.245 -1.543  0.06
51 H -0.667 -0.207 -2.454  0.02
52 F 5.540 -1.381 1.209  0.06
53 C 4.705 -0.334 1.138  -0.30
54 C 3.491 -0.462 0.496  -0.11
55 C 2.575 0.597 0.397  -0.08
56 C 2.973 1.819 0.996  -0.15
57 C 4.212 1.900 1.629  -0.23
58 F 4.622 3.036 2.236  0.04
59 C 5.098 0.845 1.724  0.05
60 C 2.013 2.982 0.925  -0.19
61 C 2.363 4.317 1.167  -0.01
62 C 1.405 5.315 1.077  -0.07
63 C 0.105 4.990 0.724  -0.07
64 C -0.167 3.658 0.481  -0.14
65 N 0.743 2.677 0.585  0.09
66 H 3.275 -1.437 0.035  0.09
67 H 6.047 0.958 2.232  0.13
68 H 3.378 4.579 1.416  0.10
69 H 1.681 6.344 1.278  0.11
70 H -0.674 5.740 0.634  0.10
71 H -1.167 3.350 0.177  0.04

Calculated values
Multiplicity: 1
ΔE to the lowest compared entry with this formula, charge and spin in kcal/mol: 0.0
HOMO in eV: -7.1
LUMO energy in eV: 0.148

Entry from the Open Molecules 2025 dataset: C22H35F4N8Pb as an isolated structure (ωB97M-V/def2-TZVPD).

Each line ends with the Löwdin charge.
Positions of all 70 atoms, in Å:
1 Pb 1.098 -0.857 -1.097  1.51
2 C 0.539 2.023 -2.818  -0.08
3 N 1.164 0.721 -3.074  -0.39
4 C 0.567 0.095 -4.257  -0.09
5 C 2.630 0.839 -3.243  -0.22
6 C 3.316 1.341 -2.000  -0.25
7 N 2.950 0.502 -0.867  -0.17
8 C 3.732 0.564 0.257  -0.22
9 C 3.593 -0.422 1.245  -0.17
10 F 2.658 -1.396 1.024  -0.05
11 C 4.307 -0.458 2.420  -0.22
12 F 4.068 -1.455 3.281  0.10
13 C 5.250 0.506 2.704  0.07
14 C 5.409 1.504 1.762  -0.21
15 F 6.290 2.483 1.985  0.11
16 C 4.675 1.552 0.590  -0.14
17 F 4.875 2.612 -0.217  0.08
18 H 0.818 2.750 -3.590  0.11
19 H 0.839 2.408 -1.844  0.08
20 H -0.543 1.905 -2.823  0.07
21 H 0.713 0.710 -5.152  0.10
22 H -0.504 -0.045 -4.102  0.08
23 H 1.025 -0.879 -4.434  0.09
24 H 2.862 1.498 -4.090  0.14
25 H 3.014 -0.157 -3.485  0.12
26 H 3.077 2.398 -1.846  0.11
27 H 4.391 1.298 -2.189  0.13
28 H 5.830 0.486 3.614  0.14
29 C -4.292 -2.907 0.084  -0.05
30 N -3.214 -2.845 1.057  -0.08
31 C -3.411 -3.633 2.275  -0.13
32 C -2.042 -3.562 2.924  -0.13
33 N -1.188 -3.468 1.755  -0.11
34 C 0.232 -3.276 1.916  -0.05
35 C -1.867 -2.860 0.725  -0.36
36 N -1.232 -2.399 -0.294  0.01
37 C -1.874 -1.722 -1.379  -0.30
38 C -2.156 -0.237 -1.085  -0.23
39 N -0.995 0.435 -0.491  -0.02
40 C -1.228 1.515 0.198  -0.37
41 N -0.335 2.063 1.071  -0.08
42 C 0.739 1.276 1.641  -0.03
43 C -1.016 3.034 1.924  -0.11
44 C -2.181 3.446 1.046  -0.12
45 N -2.395 2.252 0.224  -0.07
46 C -3.206 2.464 -0.975  -0.04
47 H -5.214 -3.114 0.624  0.09
48 H -4.149 -3.705 -0.650  0.10
49 H -4.428 -1.960 -0.434  0.07
50 H -3.670 -4.669 2.027  0.13
51 H -4.202 -3.208 2.889  0.13
52 H -1.805 -4.441 3.519  0.13
53 H -1.950 -2.670 3.559  0.13
54 H 0.587 -3.915 2.722  0.10
55 H 0.483 -2.237 2.164  0.07
56 H 0.751 -3.554 1.002  0.08
57 H -2.800 -2.177 -1.730  0.10
58 H -1.206 -1.787 -2.251  0.06
59 H -3.004 -0.173 -0.394  0.11
60 H -2.457 0.231 -2.028  0.10
61 H 1.561 1.190 0.938  0.04
62 H 0.391 0.278 1.930  0.09
63 H 1.118 1.780 2.527  0.11
64 H -0.362 3.863 2.185  0.13
65 H -1.361 2.550 2.845  0.13
66 H -1.912 4.295 0.410  0.13
67 H -3.075 3.699 1.612  0.13
68 H -3.835 3.333 -0.801  0.10
69 H -3.861 1.623 -1.183  0.08
70 H -2.587 2.666 -1.853  0.09

Calculated values
Multiplicity: 1
ΔE to the lowest compared entry with this formula, charge and spin in kcal/mol: 0.0
HOMO in eV: -10.2
LUMO energy in eV: -2.482
Charge: +1

Entry from the Open Molecules 2025 dataset: C22H35MoNO3P2 as an isolated structure (ωB97M-V/def2-TZVPD).

Each line ends with the Löwdin charge.
Positions of all 64 atoms, in Å:
1 Mo -0.606 -0.278 0.012  1.53
2 P -1.112 0.729 2.338  0.79
3 P -0.390 -1.094 -2.422  0.78
4 N -1.583 -1.713 0.418  -0.17
5 H -0.054 3.223 0.038  0.12
6 C -2.595 1.776 2.542  -0.22
7 H -2.669 2.155 3.570  0.07
8 H -3.485 1.180 2.297  0.06
9 H -2.530 2.617 1.837  0.05
10 C 0.278 1.732 2.964  -0.23
11 H 0.061 2.117 3.969  0.08
12 H 0.454 2.573 2.281  0.04
13 H 1.184 1.112 2.990  0.06
14 C -1.274 -0.640 3.540  -0.23
15 H -1.269 -0.259 4.570  0.07
16 H -0.436 -1.337 3.403  0.06
17 H -2.209 -1.186 3.352  0.05
18 C -1.631 -0.617 -3.673  -0.22
19 H -1.392 -1.069 -4.646  0.07
20 H -1.643 0.478 -3.757  0.06
21 H -2.619 -0.959 -3.335  0.06
22 C 1.210 -0.548 -3.108  -0.21
23 H 1.317 -0.912 -4.140  0.08
24 H 2.026 -0.942 -2.486  0.06
25 H 1.247 0.550 -3.089  0.04
26 C -0.315 -2.916 -2.433  -0.24
27 H -0.035 -3.281 -3.430  0.07
28 H -1.296 -3.318 -2.146  0.05
29 H 0.428 -3.243 -1.693  0.05
30 C -2.112 -2.883 0.828  -0.37
31 C -4.048 -4.301 1.310  -0.04
32 C -3.530 -3.099 0.845  0.01
33 C -1.260 -3.939 1.283  0.01
34 C -1.802 -5.134 1.741  -0.03
35 C -3.192 -5.321 1.754  0.00
36 H -5.131 -4.449 1.330  0.13
37 H -4.179 -2.288 0.497  0.12
38 H -0.180 -3.764 1.271  0.13
39 H -1.132 -5.921 2.091  0.13
40 H -3.612 -6.261 2.112  0.13
41 C -0.326 2.918 -0.991  -0.53
42 O -0.552 1.526 -1.012  -0.43
43 C -1.601 3.666 -1.386  -0.03
44 H -1.373 4.549 -1.998  0.09
45 H -2.126 4.019 -0.495  0.07
46 H -2.286 3.033 -1.956  0.08
47 C 0.847 3.288 -1.888  -0.05
48 H 0.541 3.344 -2.941  0.09
49 H 1.663 2.567 -1.817  0.06
50 H 1.241 4.271 -1.597  0.10
51 O 3.190 -1.797 0.407  0.11
52 C 2.669 -0.691 0.476  -0.53
53 O 1.392 -0.437 0.722  -0.23
54 C 3.507 0.552 0.265  -0.14
55 C 2.937 1.809 0.489  -0.06
56 C 3.656 2.986 0.269  -0.07
57 C 4.968 2.915 -0.218  -0.04
58 C 5.544 1.664 -0.472  -0.04
59 C 4.820 0.489 -0.236  0.00
60 H 1.900 1.854 0.813  0.06
61 H 3.178 3.948 0.467  0.11
62 H 5.525 3.832 -0.400  0.12
63 H 6.555 1.613 -0.868  0.12
64 H 5.248 -0.484 -0.458  0.12

Calculated values
Multiplicity: 1
HOMO (alpha / beta) in eV: -14.1 / -14.1
LUMO energy (alpha / beta) in eV: -9.301 / -9.740
Charge: +2

Entry from the Open Molecules 2025 dataset: C22H35N7PS2Sr as an isolated structure (ωB97M-V/def2-TZVPD).

Each line ends with the Löwdin charge.
Positions of all 68 atoms, in Å:
1 Sr -0.467 -0.042 -0.033  1.13
2 C -2.849 -1.248 2.093  -0.20
3 C -1.550 -1.725 2.736  -0.20
4 N -0.476 -2.002 1.772  -0.14
5 C 0.861 -1.981 2.363  -0.16
6 C 1.268 -0.579 2.796  -0.26
7 C 2.153 -0.352 3.838  0.00
8 C 2.420 0.963 4.201  -0.03
9 C 1.789 2.008 3.546  0.00
10 C 0.917 1.706 2.505  -0.26
11 C 0.189 2.820 1.757  -0.14
12 N -0.866 2.419 0.819  -0.14
13 C -2.251 2.448 1.328  -0.18
14 C -2.634 1.226 2.159  -0.21
15 N -2.704 0.011 1.347  -0.16
16 N 0.703 0.445 2.153  0.03
17 H -3.210 -1.997 1.385  0.10
18 H -3.597 -1.147 2.890  0.13
19 H -1.181 -0.953 3.415  0.11
20 H -1.749 -2.603 3.360  0.13
21 H -0.641 -2.890 1.312  0.12
22 H 0.949 -2.642 3.235  0.13
23 H 1.569 -2.344 1.613  0.10
24 H 2.605 -1.177 4.370  0.12
25 H 3.101 1.168 5.016  0.12
26 H 1.960 3.033 3.848  0.12
27 H -0.212 3.517 2.506  0.13
28 H 0.944 3.377 1.197  0.13
29 H -0.812 3.013 0.003  0.11
30 H -2.417 3.352 1.926  0.12
31 H -2.913 2.505 0.460  0.13
32 H -1.878 1.077 2.936  0.11
33 H -3.580 1.425 2.679  0.13
34 H -3.466 0.086 0.679  0.11
35 C -5.393 -1.909 -2.405  -0.44
36 S -4.723 -0.256 -2.636  0.84
37 C -2.995 -0.433 -2.321  -1.15
38 S -2.353 -1.830 -1.553  0.49
39 N -2.404 0.639 -2.799  -0.12
40 N -1.133 0.848 -2.340  -0.14
41 C -0.359 1.568 -3.056  -0.10
42 C 0.975 1.964 -2.561  -0.27
43 C 1.768 2.768 -3.377  -0.01
44 C 3.016 3.172 -2.930  -0.04
45 C 3.437 2.762 -1.676  -0.05
46 C 2.590 1.955 -0.932  -0.16
47 N 1.394 1.552 -1.347  0.04
48 H -6.359 -1.911 -2.908  0.03
49 H -5.531 -2.159 -1.356  0.03
50 H -4.749 -2.652 -2.869  0.02
51 H -0.655 1.896 -4.051  0.13
52 H 1.400 3.072 -4.348  0.12
53 H 3.645 3.796 -3.550  0.12
54 H 4.400 3.049 -1.278  0.11
55 H 2.896 1.600 0.048  0.11
56 C 2.366 -3.645 -0.997  -0.30
57 P 1.749 -2.024 -1.587  0.75
58 C 0.976 -2.491 -3.171  -0.30
59 C 3.305 -1.268 -2.186  -0.30
60 H 2.915 -4.178 -1.776  0.05
61 H 1.529 -4.270 -0.681  0.04
62 H 3.030 -3.510 -0.142  0.03
63 H 1.669 -3.057 -3.797  0.05
64 H 0.665 -1.591 -3.704  0.04
65 H 0.075 -3.075 -2.990  0.02
66 H 3.853 -1.946 -2.843  0.05
67 H 3.949 -0.999 -1.348  0.04
68 H 3.080 -0.356 -2.741  0.03

Calculated values
Multiplicity: 1
ΔE to the lowest compared entry with this formula, charge and spin in kcal/mol: 2.8
HOMO in eV: -10.0
LUMO energy in eV: -2.771
Charge: +1

Copy entry 4 word for word.
Entry from the Open Molecules 2025 dataset: C22H35N7PS2Sr as an isolated structure (ωB97M-V/def2-TZVPD).

Each line ends with the Löwdin charge.
Positions of all 68 atoms, in Å:
1 Sr -0.467 -0.042 -0.033  1.13
2 C -2.849 -1.248 2.093  -0.20
3 C -1.550 -1.725 2.736  -0.20
4 N -0.476 -2.002 1.772  -0.14
5 C 0.861 -1.981 2.363  -0.16
6 C 1.268 -0.579 2.796  -0.26
7 C 2.153 -0.352 3.838  0.00
8 C 2.420 0.963 4.201  -0.03
9 C 1.789 2.008 3.546  0.00
10 C 0.917 1.706 2.505  -0.26
11 C 0.189 2.820 1.757  -0.14
12 N -0.866 2.419 0.819  -0.14
13 C -2.251 2.448 1.328  -0.18
14 C -2.634 1.226 2.159  -0.21
15 N -2.704 0.011 1.347  -0.16
16 N 0.703 0.445 2.153  0.03
17 H -3.210 -1.997 1.385  0.10
18 H -3.597 -1.147 2.890  0.13
19 H -1.181 -0.953 3.415  0.11
20 H -1.749 -2.603 3.360  0.13
21 H -0.641 -2.890 1.312  0.12
22 H 0.949 -2.642 3.235  0.13
23 H 1.569 -2.344 1.613  0.10
24 H 2.605 -1.177 4.370  0.12
25 H 3.101 1.168 5.016  0.12
26 H 1.960 3.033 3.848  0.12
27 H -0.212 3.517 2.506  0.13
28 H 0.944 3.377 1.197  0.13
29 H -0.812 3.013 0.003  0.11
30 H -2.417 3.352 1.926  0.12
31 H -2.913 2.505 0.460  0.13
32 H -1.878 1.077 2.936  0.11
33 H -3.580 1.425 2.679  0.13
34 H -3.466 0.086 0.679  0.11
35 C -5.393 -1.909 -2.405  -0.44
36 S -4.723 -0.256 -2.636  0.84
37 C -2.995 -0.433 -2.321  -1.15
38 S -2.353 -1.830 -1.553  0.49
39 N -2.404 0.639 -2.799  -0.12
40 N -1.133 0.848 -2.340  -0.14
41 C -0.359 1.568 -3.056  -0.10
42 C 0.975 1.964 -2.561  -0.27
43 C 1.768 2.768 -3.377  -0.01
44 C 3.016 3.172 -2.930  -0.04
45 C 3.437 2.762 -1.676  -0.05
46 C 2.590 1.955 -0.932  -0.16
47 N 1.394 1.552 -1.347  0.04
48 H -6.359 -1.911 -2.908  0.03
49 H -5.531 -2.159 -1.356  0.03
50 H -4.749 -2.652 -2.869  0.02
51 H -0.655 1.896 -4.051  0.13
52 H 1.400 3.072 -4.348  0.12
53 H 3.645 3.796 -3.550  0.12
54 H 4.400 3.049 -1.278  0.11
55 H 2.896 1.600 0.048  0.11
56 C 2.366 -3.645 -0.997  -0.30
57 P 1.749 -2.024 -1.587  0.75
58 C 0.976 -2.491 -3.171  -0.30
59 C 3.305 -1.268 -2.186  -0.30
60 H 2.915 -4.178 -1.776  0.05
61 H 1.529 -4.270 -0.681  0.04
62 H 3.030 -3.510 -0.142  0.03
63 H 1.669 -3.057 -3.797  0.05
64 H 0.665 -1.591 -3.704  0.04
65 H 0.075 -3.075 -2.990  0.02
66 H 3.853 -1.946 -2.843  0.05
67 H 3.949 -0.999 -1.348  0.04
68 H 3.080 -0.356 -2.741  0.03

Calculated values
Multiplicity: 1
ΔE to the lowest compared entry with this formula, charge and spin in kcal/mol: 2.8
HOMO in eV: -10.0
LUMO energy in eV: -2.771
Charge: +1

> Number 3 is which compound?

C22H35MoNO3P2